{
  "formula": "C2H3F2IO",
  "method": "ωB97M-V/def2-TZVPD",
  "symbols": ["I", "F", "F", "O", "C", "C", "H", "H", "H"],
  "positions_angstrom": [[-3.1089, -0.0162, 0.0287], [1.1226, -0.3367, -0.1238], [2.9239, 1.6509, 0.8562], [-0.2181, 1.3766, -0.4618], [-1.1495, -0.8472, -0.1423], [-0.1312, 0.2262, -0.2621], [2.6265, 0.8883, 0.4092], [-0.9462, -1.4675, 0.7299], [-1.1190, -1.4743, -1.0340]],
  "forces_ev_per_a": [[0.2111, -0.2136, -0.0226], [-0.0290, -0.1558, -0.0024], [-0.0092, -0.3058, -0.1371], [-0.1198, 0.0972, -0.0198], [-0.5294, -0.0871, 0.0999], [0.4885, 0.1697, -0.0560], [-0.0051, 0.3415, 0.1543], [-0.0228, 0.0882, -0.0994], [0.0157, 0.0657, 0.0831]],
  "lumo_energy_ev": -0.107,
  "de_lowest_kj_mol": 5.9,
  "smiles": "O=C(F)CI.F",
  "e_homo_ha": -0.3762,
  "orbital_gap_ev": 10.13,
  "e_tot_ha": -650.680424
}